No. 1
# C44H30Cl6F3GeN5O8SSbSeTi

A molecular structure, C44H30Cl6F3GeN5O8SSbSeTi (ωB97M-V/def2-TZVPD, the OMol25 dataset).

XYZ file:
```
101
Properties=species:S:1:pos:R:3:forces:R:3:lowdin_spin:R:1
Ti 0.830 0.980 -0.014 -0.306 0.848 0.400 0.0484
O 1.392 -2.649 -5.046 -0.189 0.517 0.219 0.0000
C 1.531 -3.603 -4.133 -0.058 -0.006 0.085 0.0000
O 1.858 -4.721 -4.455 0.027 0.072 -0.059 0.0000
C 1.255 -3.248 -2.710 -0.019 0.111 0.161 0.0000
C 1.372 -4.139 -1.656 -0.085 0.031 -0.040 0.0000
Cl 1.856 -5.769 -1.747 -0.002 0.006 0.061 0.0000
N 1.018 -3.500 -0.505 -0.104 -0.043 -0.048 0.0000
N 0.663 -2.237 -0.772 0.281 0.027 -0.325 0.0002
C 0.822 -2.048 -2.065 0.068 -0.095 0.164 0.0000
C 0.695 -0.651 -2.585 -0.258 0.100 -0.359 0.0001
O 0.676 -0.392 -3.783 0.142 -0.436 0.399 0.0009
O 0.666 0.289 -1.682 0.375 -0.304 -0.505 -0.0005
C 1.029 -3.880 0.889 -0.084 -0.006 -0.122 0.0000
C 1.464 -5.119 1.338 0.029 -0.023 -0.015 0.0000
C 1.489 -5.380 2.701 0.035 0.078 0.026 0.0000
C 1.095 -4.418 3.619 0.013 -0.021 -0.067 0.0000
C 0.664 -3.181 3.160 0.050 -0.073 0.014 0.0000
C 0.616 -2.914 1.803 0.204 0.152 0.054 -0.0001
H 1.089 -1.779 -4.648 0.102 -0.303 -0.049 0.0000
H 1.794 -5.879 0.655 -0.017 -0.022 0.003 0.0000
H 1.849 -6.342 3.042 -0.022 -0.023 0.002 0.0000
H 1.134 -4.627 4.680 0.000 0.015 0.020 0.0000
H 0.382 -2.400 3.856 -0.072 -0.026 0.003 0.0000
H 0.336 -1.932 1.452 -0.101 -0.057 0.002 0.0000
Cl 0.410 3.193 1.068 0.039 -0.130 0.030 0.0031
Ge -1.929 3.268 1.826 0.014 0.051 0.186 0.0005
Cl -1.308 4.081 3.978 -0.068 -0.044 -0.194 0.0003
Cl -2.294 5.312 0.906 0.009 -0.013 0.025 0.0000
O -1.856 -0.585 -1.324 0.282 0.068 0.013 -0.0001
S -1.879 0.428 -0.290 -0.942 0.315 -0.123 0.0003
O -1.474 1.768 -0.775 0.143 -0.471 0.155 -0.0001
O -0.697 0.172 0.781 0.348 -0.202 -0.701 0.0030
O -3.111 0.386 0.473 0.130 0.340 0.214 -0.0001
Se 4.890 2.690 2.157 -0.001 -0.024 -0.043 0.1821
N 5.653 3.169 0.593 0.046 -0.018 0.019 0.2001
C 4.750 2.944 -0.346 -0.179 -0.010 -0.105 -0.0054
C 4.910 3.180 -1.725 0.034 -0.038 0.058 0.1953
C 3.833 2.910 -2.566 0.009 0.089 -0.084 0.0455
C 2.651 2.397 -2.080 -0.108 -0.128 -0.011 0.1692
N 2.444 2.106 -0.771 0.452 -0.004 0.238 0.0716
C 3.461 2.402 0.109 0.056 0.173 -0.042 -0.0226
N 3.334 2.200 1.394 -0.010 0.064 -0.017 0.0853
H 5.851 3.553 -2.105 0.005 0.045 0.024 0.0106
H 3.909 3.102 -3.628 -0.010 -0.020 -0.011 -0.0021
H 1.824 2.179 -2.743 0.030 -0.015 -0.001 0.0089
F 7.313 -5.160 3.617 0.010 -0.010 0.008 0.0000
C 6.079 -4.920 4.114 -0.043 0.058 -0.057 0.0000
F 5.432 -6.109 4.080 0.006 -0.013 0.010 0.0000
F 6.239 -4.609 5.413 0.012 -0.008 0.015 0.0000
C 5.354 -3.861 3.345 0.008 -0.002 0.030 0.0002
C 4.745 -2.796 3.995 -0.008 -0.022 -0.029 0.0001
C 4.031 -1.863 3.263 0.014 -0.017 0.009 0.0007
C 3.913 -1.991 1.877 -0.078 0.008 0.012 0.0009
C 4.559 -3.050 1.232 -0.015 -0.042 -0.007 0.0002
C 5.267 -3.983 1.963 -0.009 -0.009 0.018 0.0001
C 3.067 -1.086 1.167 0.021 0.060 -0.052 0.0025
C 2.251 -0.330 0.679 0.030 -0.063 -0.029 0.0007
H 4.808 -2.706 5.070 0.023 0.011 0.006 0.0000
H 3.537 -1.038 3.757 -0.041 -0.009 0.008 0.0002
H 4.479 -3.143 0.157 -0.037 -0.008 -0.005 0.0000
H 5.738 -4.821 1.464 0.029 0.015 -0.011 0.0000
C -7.498 -2.887 1.295 -0.005 -0.016 0.017 0.0000
C -6.793 -3.918 0.697 0.002 -0.002 -0.035 0.0000
C -5.411 -3.832 0.558 -0.008 0.032 0.019 0.0000
C -4.716 -2.715 1.012 0.016 -0.139 0.064 0.0000
C -5.440 -1.678 1.600 0.092 0.082 -0.163 0.0000
C -6.816 -1.762 1.742 -0.037 0.013 0.028 0.0000
Sb -2.548 -2.585 0.998 -0.481 -0.027 -0.057 0.0001
C -2.565 -2.536 3.163 0.050 -0.481 -0.095 0.0000
C -2.585 -1.252 3.699 0.040 0.032 -0.023 0.0000
C -2.570 -1.058 5.076 0.009 0.056 -0.068 0.0000
C -2.538 -2.149 5.929 0.024 -0.027 0.052 0.0000
C -2.521 -3.436 5.405 0.040 -0.017 -0.004 0.0000
C -2.525 -3.626 4.031 -0.099 0.112 0.017 0.0000
C -2.303 -4.622 0.271 0.220 0.088 0.460 0.0000
C -2.232 -4.661 -1.122 0.048 -0.031 0.038 0.0000
C -1.899 -5.834 -1.787 0.007 0.040 -0.064 0.0000
C -1.619 -6.984 -1.064 0.003 -0.051 0.007 0.0000
C -1.682 -6.960 0.322 0.033 -0.014 0.006 0.0000
C -2.016 -5.785 0.984 -0.123 0.026 -0.082 0.0000
H -8.572 -2.959 1.416 -0.011 0.015 -0.010 0.0000
H -7.316 -4.798 0.341 0.000 -0.015 -0.007 0.0000
H -4.873 -4.654 0.102 -0.014 -0.024 -0.001 0.0000
H -4.920 -0.784 1.924 -0.027 0.005 0.036 0.0000
H -7.360 -0.948 2.207 0.002 0.020 -0.008 0.0000
H -2.599 -0.390 3.037 0.051 0.019 -0.004 0.0000
H -2.566 -0.050 5.471 -0.007 0.009 0.025 0.0000
H -2.517 -1.999 7.002 -0.006 0.001 0.015 0.0000
H -2.494 -4.293 6.068 0.007 -0.006 0.018 0.0000
H -2.498 -4.634 3.638 -0.027 -0.011 0.041 0.0000
H -2.408 -3.750 -1.688 0.011 -0.020 -0.055 0.0000
H -1.826 -5.844 -2.867 -0.011 0.014 -0.019 0.0000
H -1.330 -7.891 -1.581 -0.010 -0.019 0.000 0.0000
H -1.447 -7.852 0.891 -0.005 -0.017 0.013 0.0000
H -2.046 -5.780 2.065 0.056 -0.037 0.008 0.0000
Cl 1.644 0.882 6.113 -0.014 0.055 -0.075 0.0000
C 1.241 1.731 4.589 0.063 0.062 -0.010 -0.0001
Cl 0.806 0.601 3.316 -0.158 -0.221 0.309 -0.0002
H 2.125 2.272 4.268 -0.045 0.033 0.006 0.0000
H 0.397 2.393 4.765 0.099 -0.038 0.023 0.0000
```
Positions in Å, forces in eV/Å.

The value obtained for the energy relative to the best compared isomer or geometry (same formula, charge and spin) is 43.26 kcal/mol. Its net charge is -2. For the energy, the calculation gives -315591.290 eV. As for the expectation value of S²: 0.78. The max |F| is 1.00 eV/A. The calculation puts the HOMO-LUMO gap (spin up / spin down) at 0.185 / 0.250 Ha. The spin multiplicity is 2.


No. 2
# C30H28Cl5GeN2Pd

A molecular structure, C30H28Cl5GeN2Pd (ωB97M-V/def2-TZVPD, the OMol25 dataset).

XYZ file:
```
67
Properties=species:S:1:pos:R:3:forces:R:3:lowdin_spin:R:1
Pd 0.207 -0.661 0.747 -1.045 0.247 0.093 0.2287
Cl -0.489 0.435 3.798 -0.106 0.316 0.534 0.0197
C -0.418 -1.284 3.679 -0.072 0.104 -0.696 0.0369
C -0.406 -1.736 2.373 0.458 -0.757 0.558 0.2598
C -0.193 -3.076 2.115 -0.153 0.631 0.299 0.0367
Cl 0.101 -3.364 0.426 0.029 -0.665 -0.278 0.0370
C -0.087 -4.007 3.137 0.034 0.014 0.224 0.0063
Cl 0.175 -5.664 2.807 -0.033 0.087 -0.130 0.0068
C -0.137 -3.535 4.465 0.057 0.032 -0.202 -0.0023
Cl 0.041 -4.644 5.749 -0.034 -0.007 -0.001 -0.0006
C -0.270 -2.162 4.748 -0.027 -0.166 -0.101 0.0076
Cl -0.182 -1.602 6.365 -0.100 0.107 -0.232 0.0064
C -4.480 -0.777 0.405 0.009 -0.706 0.556 0.0003
C -2.974 -1.036 0.628 0.067 -0.173 0.243 0.0066
N -2.171 -0.076 -0.133 0.797 -0.095 0.280 -0.0015
C -2.471 -0.199 -1.555 0.212 -0.103 -0.274 0.0021
C -3.974 0.070 -1.807 0.325 -0.164 -0.825 0.0003
N -4.604 0.388 -0.502 -0.623 0.130 -0.103 0.0003
C -3.975 1.583 0.115 0.306 0.773 0.364 -0.0001
C -2.469 1.286 0.306 0.131 0.218 0.172 0.0017
H -4.994 -0.555 1.342 0.002 0.113 -0.144 0.0000
H -4.977 -1.635 -0.052 -0.001 0.166 -0.068 0.0000
H -2.695 -2.044 0.307 -0.086 0.119 0.089 0.0006
H -2.708 -0.936 1.685 -0.152 -0.052 -0.203 0.0035
H -2.194 -1.205 -1.882 -0.077 0.127 -0.014 0.0001
H -1.855 0.519 -2.103 -0.093 -0.118 0.030 0.0009
H -4.473 -0.805 -2.230 -0.047 0.118 0.152 0.0000
H -4.128 0.905 -2.494 -0.061 -0.011 0.197 0.0000
H -5.595 0.583 -0.654 0.059 -0.013 0.005 0.0000
H -4.468 1.784 1.069 -0.063 -0.127 -0.137 0.0000
H -4.139 2.446 -0.534 -0.066 -0.184 -0.024 0.0000
H -2.173 1.382 1.356 -0.144 0.037 -0.167 0.0004
H -1.862 1.978 -0.284 -0.106 -0.071 0.112 0.0006
C 4.419 3.714 -2.549 -0.031 0.044 -0.063 0.0088
C 4.807 2.398 -2.755 0.008 0.078 0.072 0.0019
C 4.155 1.376 -2.085 -0.021 -0.385 -0.058 0.0113
C 3.121 1.672 -1.205 -1.187 -0.359 0.376 0.0367
C 2.736 2.994 -1.003 -0.127 0.078 0.024 0.0074
C 3.388 4.017 -1.670 -0.012 0.057 0.016 0.0002
Ge 2.244 0.247 -0.130 3.965 -0.128 -0.061 0.1663
C 3.007 -1.554 -0.714 -1.289 1.189 0.295 0.0419
C 2.678 -2.091 -1.952 -0.012 -0.187 -0.279 0.0090
C 3.256 -3.288 -2.353 -0.208 0.135 -0.138 0.0004
C 4.134 -3.950 -1.510 0.011 -0.198 0.001 0.0093
C 4.444 -3.421 -0.270 0.046 0.116 0.104 0.0026
C 3.872 -2.225 0.135 0.201 -0.062 0.275 0.0119
C 2.920 0.486 1.768 -1.375 -0.267 -1.295 0.0135
C 2.623 -0.538 2.662 -0.051 -0.478 0.213 0.0027
C 3.111 -0.494 3.957 -0.135 -0.080 0.026 0.0018
C 3.884 0.582 4.360 -0.092 -0.177 0.118 0.0037
C 4.164 1.611 3.477 -0.001 0.174 -0.259 -0.0011
C 3.670 1.576 2.181 0.075 0.340 0.107 0.0065
H 4.910 4.510 -3.091 0.068 0.046 0.002 0.0005
H 5.614 2.171 -3.439 0.001 -0.025 0.016 0.0002
H 4.457 0.350 -2.240 0.029 -0.076 -0.066 0.0006
H 1.923 3.218 -0.322 0.016 0.123 0.016 0.0004
H 3.090 5.044 -1.514 0.009 0.017 0.003 0.0000
H 1.990 -1.581 -2.616 0.020 -0.002 -0.014 0.0004
H 3.012 -3.711 -3.317 0.006 0.007 -0.059 0.0000
H 4.563 -4.893 -1.813 0.056 -0.036 -0.053 0.0005
H 5.131 -3.931 0.389 0.066 -0.058 0.024 0.0003
H 4.129 -1.808 1.097 0.044 -0.045 0.039 0.0006
H 2.048 -1.409 2.334 0.346 0.173 0.148 0.0025
H 2.884 -1.297 4.644 0.028 -0.066 0.094 0.0000
H 4.267 0.616 5.368 0.062 0.024 0.114 0.0002
H 4.759 2.453 3.796 0.100 0.045 0.019 0.0000
H 3.898 2.385 1.502 -0.013 0.054 -0.071 0.0003
```
Positions in Å, forces in eV/Å.

The value obtained for the energy relative to the best compared isomer or geometry (same formula, charge and spin) is 62.38 kcal/mol. Its net charge is +2. For the energy, the calculation gives -157134.644 eV. As for the expectation value of S²: 0.78. The max |F| is 3.97 eV/A. The calculation puts the HOMO-LUMO gap (spin up / spin down) at 0.211 / 0.212 Ha. The spin multiplicity is 2.


Which of these has the highest energy? C30H28Cl5GeN2Pd